[1]
The following is a DFT calculation (wB97M-V/def2-TZVPD) of one molecule with the formula C3H4N2.

The geometry in XYZ format:
```
9
Properties=species:S:1:pos:R:3
N 0.27 1.13 0.16
C -0.03 0.42 -0.94
C -0.10 -0.92 -0.51
C 0.05 -0.81 0.89
N 0.26 0.45 1.29
H 0.46 2.12 0.10
H -0.64 1.04 -1.56
H -0.25 -1.85 -1.06
H -0.02 -1.57 1.65
```

The value obtained for the orbital gap is 10.42 eV. As for the HOMO energy: -9.34 eV.



[2]
The following is a DFT calculation (wB97M-V/def2-TZVPD) of C29H51BeBr4CsF2I2N3O9P2S2 as an isolated structure.

The geometry in XYZ format:
```
106
Properties=species:S:1:pos:R:3
O -2.14 5.18 -1.12
P -0.96 4.32 -0.18
I -0.42 5.82 1.75
C 0.57 4.01 -1.23
C 1.26 2.55 -1.33
C 0.73 1.28 -0.53
C 2.00 0.77 0.36
C 2.79 -0.53 0.05
C 4.02 -0.84 1.01
C 4.43 0.10 2.19
C 3.59 1.37 2.50
C 2.39 1.68 1.57
C 2.50 2.59 -2.27
N 3.08 3.63 -3.01
N 2.50 4.85 -2.90
P 3.27 6.20 -3.81
S 2.35 6.66 -5.45
C 1.34 5.02 -2.09
I 0.50 7.07 -2.09
H -2.14 6.13 -0.83
H 0.39 0.51 -1.28
H -0.09 1.56 0.22
H 2.51 -1.21 -0.83
H 4.71 -1.75 0.87
H 5.33 -0.10 2.87
H 3.80 2.09 3.35
H 1.79 2.63 1.77
H 3.04 1.58 -2.37
H 4.60 5.72 -4.11
H 3.43 7.29 -2.89
C 0.18 -0.02 3.46
C -0.59 -1.02 2.61
C -1.95 -0.49 2.16
C -2.93 -0.18 3.28
C -3.25 -1.35 4.22
C -3.92 -2.51 3.51
H -0.35 0.22 4.39
H 1.15 -0.43 3.74
H 0.35 0.91 2.91
H -0.71 -1.96 3.17
H 0.00 -1.26 1.73
H -2.40 -1.22 1.47
H -1.80 0.42 1.56
H -3.87 0.18 2.84
H -2.54 0.65 3.88
H -3.92 -0.98 5.01
H -2.34 -1.69 4.72
H -4.86 -2.20 3.05
H -4.15 -3.30 4.23
H -3.28 -2.94 2.74
F 4.62 1.90 -3.02
C 5.27 -7.68 -2.68
O 4.88 -6.35 -3.01
C 3.55 -6.27 -3.54
C 2.62 -5.56 -2.56
N 2.37 -6.38 -1.38
C 1.70 -5.66 -0.29
C 2.46 -4.50 0.37
O 3.62 -4.90 1.09
C 4.79 -5.05 0.29
H 6.34 -7.66 -2.43
H 4.73 -8.04 -1.81
H 5.12 -8.36 -3.52
H 3.16 -7.25 -3.82
H 3.62 -5.67 -4.45
H 1.67 -5.34 -3.06
H 3.09 -4.61 -2.29
H 3.25 -6.74 -1.03
H 1.50 -6.41 0.49
H 0.73 -5.30 -0.64
H 1.80 -4.05 1.11
H 2.70 -3.69 -0.34
H 4.81 -4.36 -0.55
H 4.89 -6.08 -0.05
H 5.66 -4.84 0.93
Cs -3.40 1.95 5.17
Br 4.88 3.32 1.34
C 5.59 5.12 1.17
C 4.98 6.06 2.19
Br 3.17 6.56 1.69
H 5.41 5.44 0.14
H 6.66 5.02 1.34
H 5.54 6.99 2.23
H 4.93 5.63 3.19
F 3.98 0.34 -3.90
Be 6.41 -4.51 -2.96
C -4.24 -0.19 -0.76
C -5.01 -1.49 -0.92
O -6.10 -1.56 -0.29
O -4.46 -2.34 -1.66
H -4.77 0.51 -0.10
H -3.26 -0.39 -0.33
H -4.11 0.29 -1.73
O -8.04 -0.32 -2.85
S -7.34 0.97 -2.67
O -5.88 0.75 -2.70
O -7.72 1.55 -1.37
O -7.72 1.88 -3.76
Br -10.78 5.91 0.48
C -11.62 4.17 0.22
C -10.63 3.16 -0.32
Br -10.30 3.45 -2.22
H -12.48 4.33 -0.43
H -11.96 3.87 1.21
H -11.04 2.15 -0.26
H -9.67 3.19 0.18
```

The charge is -1. The value obtained for the orbital gap is 1.39 eV. As for the HOMO energy: -3.34 eV.